{"formula": "C48H50BrO6PS", "method": "ωB97M-V/def2-TZVPD", "symbols": ["C", "S", "O", "O", "C", "O", "O", "C", "C", "C", "O", "C", "C", "C", "C", "C", "C", "C", "P", "O", "Br", "H", "H", "H", "H", "H", "H", "H", "H", "H", "H", "H", "H", "H", "H", "C", "C", "C", "C", "C", "C", "H", "H", "H", "H", "H", "H", "C", "C", "C", "C", "C", "C", "H", "H", "H", "H", "H", "H", "C", "C", "C", "C", "C", "C", "H", "H", "H", "H", "H", "H", "C", "C", "C", "C", "C", "C", "H", "H", "H", "H", "H", "H", "C", "C", "C", "C", "C", "C", "H", "H", "H", "H", "H", "H", "C", "C", "C", "C", "C", "C", "H", "H", "H", "H", "H", "H"], "positions_angstrom": [[1.19767, -3.59725, -0.07704], [-0.15410, -4.04815, -1.21713], [-0.15686, -5.51730, -1.31012], [-0.04691, -3.46621, -2.55567], [-1.81551, -3.62959, -0.42515], [-2.16222, -4.33729, 0.46729], [-2.51363, -2.57152, -0.96594], [-3.05827, -1.67313, 0.02938], [-4.44814, -2.25535, 0.59134], [-5.24619, -3.07785, -0.48924], [-6.40123, -3.38021, -0.27156], [-2.11400, -1.37031, 1.24754], [-0.69653, -0.85138, 0.87385], [0.30213, -0.74294, 1.96832], [1.65795, -0.23232, 1.70471], [2.08515, 0.20103, 0.36679], [1.11424, 0.06494, -0.71873], [-0.24296, -0.45835, -0.45320], [-3.55916, -0.08449, -0.95143], [-5.25341, 0.02208, -0.97269], [-2.88309, 1.75752, 0.15316], [0.82800, -3.58574, 0.98254], [1.62883, -2.58782, -0.29958], [1.96048, -4.42205, -0.16909], [-5.06938, -1.46670, 1.08274], [-4.17790, -2.98974, 1.41066], [-4.81351, -3.43471, -1.46365], [-2.62799, -0.56382, 1.85306], [-2.04663, -2.26021, 1.93887], [0.09697, -1.03126, 3.02478], [2.42005, -0.13292, 2.52278], [3.08593, 0.62099, 0.11995], [1.37827, 0.37619, -1.75824], [-0.91896, -0.54181, -1.33512], [-5.50015, 0.46124, -0.13285], [-0.54720, 0.73259, 6.66508], [0.52767, 0.43086, 5.83742], [1.44964, -0.53707, 6.21867], [1.29908, -1.20071, 7.43038], [0.22927, -0.89280, 8.26238], [-0.69477, 0.07232, 7.87981], [-1.26971, 1.48273, 6.36461], [0.64655, 0.95068, 4.89274], [2.28626, -0.77462, 5.57110], [2.01623, -1.95717, 7.72678], [0.11491, -1.40636, 9.21012], [-1.53037, 0.31070, 8.52787], [-4.98809, -1.11456, 5.31235], [-4.99589, -1.85930, 4.13897], [-6.17473, -2.44775, 3.69495], [-7.34547, -2.29465, 4.42751], [-7.33578, -1.55744, 5.60556], [-6.15796, -0.96611, 6.04735], [-4.06995, -0.65058, 5.65470], [-4.08103, -1.98079, 3.56900], [-6.18164, -3.02620, 2.77772], [-8.26500, -2.75096, 4.08064], [-8.24775, -1.44273, 6.18015], [-6.15149, -0.38942, 6.96499], [2.48490, -0.14097, -5.65839], [1.93898, 0.92675, -4.95748], [2.55776, 2.17071, -4.98932], [3.72678, 2.34558, -5.72067], [4.27836, 1.27501, -6.41471], [3.65694, 0.03209, -6.38473], [1.99756, -1.10918, -5.63778], [1.02795, 0.78847, -4.38548], [2.12923, 3.00426, -4.44442], [4.20877, 3.31618, -5.74833], [5.19372, 1.40952, -6.98034], [4.08584, -0.80246, -6.92762], [5.81331, 4.78294, -7.96529], [5.26686, 5.85072, -7.26380], [5.88619, 7.09414, -7.29633], [7.05505, 7.26892, -8.02740], [7.60644, 6.19882, -8.72161], [6.98516, 4.95633, -8.69208], [5.32626, 3.81467, -7.94519], [4.35617, 5.71389, -6.69140], [5.45790, 7.92770, -6.75179], [7.53692, 8.23921, -8.05506], [8.52134, 6.33356, -9.28722], [7.41405, 4.12232, -9.23546], [-3.14013, 5.43458, 8.28753], [-2.06532, 5.13335, 7.45956], [-1.14348, 4.16582, 7.84051], [-1.29408, 3.50169, 9.05286], [-2.36382, 3.80974, 9.88465], [-3.28774, 4.77479, 9.50162], [-3.86250, 6.18455, 7.98705], [-1.94643, 5.65297, 6.51560], [-0.30703, 3.92862, 7.19293], [-0.57676, 2.74520, 9.34918], [-2.47835, 3.29641, 10.83268], [-4.12326, 5.01318, 10.14955], [2.06431, -4.23583, -6.02687], [3.33793, -3.89601, -6.46892], [3.74648, -4.24633, -7.75029], [2.88281, -4.94064, -8.58890], [1.61296, -5.28832, -8.14385], [1.20295, -4.93484, -6.86384], [1.74289, -3.95686, -5.02941], [4.01273, -3.35638, -5.81344], [4.73851, -3.97820, -8.09579], [3.20000, -5.21187, -9.58912], [0.94130, -5.83503, -8.79589], [0.21190, -5.20406, -6.51770]], "mulliken_charge": [-0.829, 1.216, -0.669, -0.608, 0.390, -0.425, -0.218, 0.705, -1.070, -0.377, -0.488, -1.403, 0.937, -0.677, -0.434, -0.616, -0.703, -0.023, 0.257, -0.440, -0.205, 0.270, 0.195, 0.474, 0.662, 0.527, 0.389, 0.742, 0.596, 0.441, 0.287, 0.381, 0.277, 0.072, 0.316, -0.390, -0.412, -0.390, -0.407, -0.462, -0.567, 0.579, 0.436, 0.350, 0.378, 0.373, 0.506, -0.556, -0.035, -0.380, -0.516, -0.380, -0.474, 0.578, 0.326, 0.367, 0.382, 0.362, 0.372, -0.549, -0.356, -0.626, -0.128, -0.469, -0.245, 0.384, 0.494, 0.374, 0.312, 0.405, 0.413, -0.142, -0.351, -0.417, -0.386, -0.333, -0.487, 0.313, 0.389, 0.354, 0.351, 0.355, 0.358, -0.387, -0.397, -0.419, -0.301, -0.477, -0.389, 0.359, 0.365, 0.441, 0.478, 0.365, 0.366, -0.468, -0.489, -0.337, -0.439, -0.316, -0.514, 0.609, 0.486, 0.371, 0.357, 0.358, 0.377], "smiles": "CS(=O)(=O)C(=O)O[C@@](CC=O)(Cc1ccccc1)P(O)Br.c1ccccc1.c1ccccc1.c1ccccc1.c1ccccc1.c1ccccc1.c1ccccc1", "lumo_ev": -0.49, "orbital_gap_ev": 8.724, "fmax_ev_per_a": 4.3}